# 1
C19H32N3O3RuSSi2 | ωB97M-V with the def2-TZVPD basis set

The geometry in ORCA input format:
```
! wB97M-V def2-TZVPD RIJCOSX def2/J DEFGRID3
* xyz 0 6
C -0.92 1.14 -3.60
H -2.32 -1.68 3.35
O 0.62 -1.29 2.49
H -2.33 -4.20 -0.56
H -1.62 4.04 -1.56
H -0.98 0.63 -5.68
O -1.78 -0.88 1.51
N -1.00 -2.80 -1.41
H 1.44 0.12 -5.80
Si -0.95 1.77 -0.79
H 1.71 0.08 5.46
C 3.68 -0.19 -1.11
H -0.45 -1.65 -3.10
H -0.78 0.52 5.93
C -2.11 -3.74 -1.52
H -0.08 4.11 -0.69
H 4.29 -0.04 -2.01
C -0.80 -2.00 -0.35
H 3.88 2.91 -0.13
C 1.24 0.99 -2.51
H 2.84 0.35 -3.80
H 2.09 -1.13 4.23
H -1.58 3.96 0.21
C 1.09 3.39 2.34
O 0.12 -1.18 -0.36
H -1.82 -4.53 -2.20
H -3.31 1.61 -1.62
H -0.26 -3.41 -3.26
C -0.36 0.73 -4.80
C -1.69 -0.89 2.91
H -1.98 1.36 -3.56
C -1.07 3.65 -0.70
C -2.72 1.09 -0.85
H -2.73 0.03 -1.10
H -3.23 1.22 0.11
H 3.25 -1.19 -1.16
H -1.27 -2.90 1.51
H 1.60 -1.65 5.86
H 3.72 2.96 -1.90
N 0.06 -0.91 4.65
Si 2.34 1.14 -0.97
Ru 0.69 0.67 0.92
C -0.91 -0.53 5.66
H 4.35 -0.15 -0.25
H -2.71 -2.44 0.58
H 0.88 -2.47 -2.28
C -0.23 -1.06 3.35
H -1.92 -0.68 5.31
C -1.71 -2.13 0.87
C -0.14 1.28 -2.44
H -3.01 -3.26 -1.90
H 2.45 3.63 -0.86
S 0.53 1.97 3.04
C 3.17 2.82 -0.96
C 1.45 -0.91 5.08
C 1.00 0.44 -4.87
C 1.78 0.58 -3.73
H -0.76 -1.15 6.55
N 1.46 4.37 1.84
H -2.06 0.07 3.24
C -0.16 -2.57 -2.58
*
```

## Properties
⟨S²⟩   8.758
ΔE to the lowest compared entry with this formula, charge and spin   0.6 kcal/mol
E   -60005.8672 eV
HOMO energy (spin up / spin down)   -5.39 / -8.23 eV

Atomic partial charges in e from the Mulliken method, atoms 1 to 4: C -0.42; H 0.41; O -0.73; H 0.42


# 2
C4H12NOS | ωB97M-V with the def2-TZVPD basis set

The geometry in ORCA input format:
```
! wB97M-V def2-TZVPD RIJCOSX def2/J DEFGRID3
* xyz 1 1
H -0.96 0.91 -1.99
H 0.85 1.11 1.99
H -1.89 -0.96 0.43
C -1.15 0.51 -0.87
H 2.88 0.64 0.90
H 1.18 -0.96 -1.23
C -0.09 0.83 1.38
H 0.75 1.55 -0.43
H -1.82 1.19 -0.43
H -0.27 -0.17 1.49
H -2.74 -0.84 -1.23
C -1.76 -0.81 -0.66
H -1.13 -1.58 -1.09
S 2.94 0.30 -0.35
O 0.97 -1.46 0.82
N 0.27 0.69 -0.11
C 1.30 -0.27 -0.45
H -0.89 1.49 1.32
H 1.57 -2.18 0.52
*
```

## Properties
ΔE to the lowest compared entry with this formula, charge and spin   71.3 kcal/mol
E   -18705.9744 eV
HOMO energy   -14.41 eV

Atomic partial charges in e from the Mulliken method, atoms 1 to 4: H 0.34; H 0.24; H 0.31; C -0.37


# 3
C5H7NO2 | ωB97M-V with the def2-TZVPD basis set

The geometry in ORCA input format:
```
! wB97M-V def2-TZVPD RIJCOSX def2/J DEFGRID3
* xyz 0 1
N -0.70 1.24 -1.89
C -0.61 -1.38 0.17
H -0.89 -1.50 1.22
O -1.17 1.88 -0.72
H 0.81 -0.09 -2.16
C 1.32 0.14 0.75
H 1.78 1.12 0.58
C 0.15 0.39 -1.47
C -0.98 1.10 0.38
O -1.47 1.33 1.44
H -1.50 -1.49 -0.44
H 1.13 0.03 1.82
C 0.01 0.01 -0.02
H 0.10 -2.16 -0.10
H 2.02 -0.63 0.44
*
```

## Properties
ΔE to the lowest compared entry with this formula, charge and spin   35.1 kcal/mol
E   -10882.0943 eV
HOMO energy   -10.30 eV
SMILES   CC1(C)C=NOC1=O

Atomic partial charges in e from the Mulliken method, atoms 1 to 4: N -0.33; C -1.57; H 0.35; O -0.23